ORCA calculation (wB97M-V/def2-TZVPD) on a molecular structure, C23H25AuN6O2S2.

```
59
C23H25AuN6O2S2 wB97M-V/def2-TZVPD
Au 0.070 0.250 -0.194
O -2.059 0.799 2.226
C -2.541 0.092 1.351
O -1.939 -0.233 0.247
C -3.924 -0.460 1.457
C -4.612 -0.334 2.658
C -5.888 -0.845 2.799
C -6.485 -1.491 1.723
C -5.815 -1.625 0.520
C -4.526 -1.106 0.371
S -3.729 -1.246 -1.176
H -4.114 0.176 3.472
H -6.416 -0.745 3.738
H -7.483 -1.900 1.821
H -6.288 -2.134 -0.311
N 2.991 1.013 -1.226
C 1.952 0.746 -0.799
S 2.803 -1.402 5.883
C 2.101 -0.937 4.317
C 2.328 -1.688 3.169
C 1.741 -1.279 1.990
N 0.936 -0.215 1.916
C 0.709 0.501 3.013
C 1.285 0.180 4.233
C 4.512 -1.529 5.392
C 5.180 -2.739 5.492
C 6.519 -2.785 5.124
N 7.194 -1.734 4.671
C 6.538 -0.579 4.578
C 5.208 -0.420 4.932
H 2.958 -2.566 3.189
H 1.916 -1.813 1.065
H 0.039 1.341 2.908
H 1.092 0.793 5.102
H 4.673 -3.626 5.847
H 7.069 -3.717 5.193
H 7.106 0.267 4.206
H 4.727 0.546 4.846
C -0.521 2.927 -2.057
N 0.121 2.153 -3.103
C 1.313 2.753 -3.682
C -0.164 0.833 -3.261
N -0.690 0.146 -2.285
N 0.135 0.285 -4.479
C 0.147 -1.160 -4.607
C -0.194 0.989 -5.709
H -0.676 3.943 -2.426
H 0.094 2.986 -1.154
H -1.480 2.482 -1.805
H 1.972 3.090 -2.880
H 1.056 3.603 -4.320
H 1.857 2.015 -4.264
H -1.081 -0.747 -2.550
H 0.616 -1.607 -3.733
H 0.736 -1.424 -5.484
H -0.859 -1.579 -4.733
H -0.305 2.052 -5.523
H -1.133 0.610 -6.126
H 0.597 0.840 -6.446
```

Calculated values
Calculated total energy in Ha: -2302.4700
Lowest unoccupied orbital energy (spin up / spin down) in eV: 0.038 / -1.134
Charge: 0
Orbital gap (spin up / spin down) in eV: 7.7 / 6.6
Expectation value of S²: 2.007
Highest occupied orbital energy (spin up / spin down) in hartree: -0.282 / -0.285
ΔE to the lowest compared entry with this formula, charge and spin in kcal per mole: 0.0
Spin multiplicity: 3